Formula: C10H20N2PSTm
Source: OMol25
Level of theory: ωB97M-V with the def2-TZVPD basis set

```
35
C10H20N2PSTm | OMol25 | ωB97M-V with the def2-TZVPD basis set
C 2.80 2.13 0.28
C 3.56 1.23 -0.55
C 2.97 1.22 -1.89
C 1.96 2.22 -1.93
C 1.77 2.76 -0.61
Tm 0.92 0.32 0.09
P 0.18 1.30 2.54
H 3.08 2.52 1.27
H 4.54 0.75 -0.34
H 3.39 0.68 -2.76
H 1.23 3.69 -0.37
H 1.54 2.61 -2.88
H -0.35 2.61 2.68
H 1.34 1.34 3.39
H -0.71 0.48 3.26
C 1.02 -2.31 0.07
N -0.33 -1.73 0.33
C -1.12 -2.45 1.36
C -0.94 -0.94 -0.67
S -0.12 -0.47 -2.10
N -2.22 -0.51 -0.45
C -3.35 -1.45 -0.47
C -2.55 0.85 -0.89
H 1.12 -3.14 0.78
H 1.87 -1.58 0.28
H 1.10 -2.73 -0.94
H -1.66 -1.75 2.00
H -1.81 -3.22 0.96
H -0.40 -2.98 1.98
H -3.85 -1.44 0.51
H -4.08 -1.14 -1.22
H -3.02 -2.48 -0.71
H -1.91 1.58 -0.35
H -2.40 1.01 -1.98
H -3.60 1.02 -0.63
```

Properties
Multiplicity   3
Maximum force   2.568 eV/A
Expectation value of S²   2.11
Relative energy (zero: lowest compared OMol25 entry of this formula, charge and spin)   0.0 kJ/mol
HOMO level (alpha / beta)   -4.924 / -5.303 eV

natural (NBO) atomic charge list, values in e, 6 entries:
1 C -0.44
2 C -0.33
3 C -0.32
4 C -0.26
5 C -0.42
6 Tm 0.96



Formula: C37H36NOP2ReS2Te
Source: OMol25
Level of theory: ωB97M-V with the def2-TZVPD basis set

```
81
C37H36NOP2ReS2Te | OMol25 | ωB97M-V with the def2-TZVPD basis set
Re 0.05 0.65 0.05
C -3.19 -0.60 3.18
C -2.38 -0.37 1.94
S -1.14 0.81 2.04
C -2.61 -1.02 0.76
C -3.67 -2.06 0.56
S -1.65 -0.59 -0.60
H -2.55 -0.66 4.06
H -3.77 -1.52 3.11
H -3.89 0.23 3.33
H -3.47 -2.95 1.15
H -3.71 -2.36 -0.49
H -4.66 -1.68 0.84
Te 4.53 0.63 0.42
C 5.45 -0.15 -1.33
C 5.90 -1.46 -1.37
C 6.46 -1.94 -2.55
N 6.59 -1.19 -3.65
C 6.17 0.07 -3.60
C 5.61 0.64 -2.46
C 2.56 0.05 -0.15
P 1.53 -0.99 0.79
C 1.90 -0.87 2.56
C 1.71 -1.95 3.41
C 1.91 -1.80 4.78
C 2.30 -0.57 5.29
C 2.49 0.51 4.44
C 2.28 0.36 3.08
C 1.65 -2.74 0.37
C 0.71 -3.37 -0.44
C 0.93 -4.67 -0.87
C 2.09 -5.33 -0.51
C 3.04 -4.70 0.29
C 2.82 -3.40 0.73
P 1.69 0.34 -1.65
C 2.39 1.81 -2.46
C 2.67 2.93 -1.68
C 3.20 4.07 -2.27
C 3.44 4.10 -3.63
C 3.16 2.99 -4.41
C 2.64 1.84 -3.83
C 1.67 -0.96 -2.90
C 2.73 -1.85 -3.06
C 2.64 -2.85 -4.02
C 1.51 -2.96 -4.81
C 0.45 -2.07 -4.64
C 0.52 -1.08 -3.68
H 5.81 -2.11 -0.51
H 6.81 -2.96 -2.62
H 6.30 0.65 -4.50
H 5.29 1.67 -2.48
H 1.41 -2.91 3.02
H 1.77 -2.64 5.44
H 2.46 -0.46 6.35
H 2.79 1.47 4.84
H 2.41 1.21 2.42
H -0.19 -2.85 -0.74
H 0.20 -5.16 -1.50
H 2.27 -6.34 -0.85
H 3.95 -5.22 0.56
H 3.57 -2.91 1.34
H 2.52 2.89 -0.61
H 3.44 4.93 -1.66
H 3.86 4.99 -4.09
H 3.35 3.01 -5.47
H 2.43 0.97 -4.44
H 3.61 -1.77 -2.44
H 3.46 -3.54 -4.15
H 1.44 -3.74 -5.56
H -0.44 -2.17 -5.26
H -0.30 -0.39 -3.54
C 0.64 3.86 1.36
C -0.01 3.77 0.02
C -0.38 5.03 -0.69
O -0.27 2.69 -0.51
H -0.16 3.94 2.10
H 1.27 4.74 1.45
H 1.20 2.95 1.58
H -0.63 5.82 0.01
H -1.20 4.85 -1.39
H 0.50 5.35 -1.26
```

Properties
Multiplicity   2
Maximum force   1.415 eV/A
Expectation value of S²   0.80
Relative energy (zero: lowest compared OMol25 entry of this formula, charge and spin)   34.4 kJ/mol
Charge   +1
HOMO level (alpha / beta)   -10.032 / -9.965 eV

Löwdin atomic charge list, values in e, 6 entries:
1 Re 0.62
2 C -0.10
3 C -0.75
4 S 0.66
5 C -0.72
6 C -0.12



Formula: C6H10S
Source: OMol25
Level of theory: ωB97M-V with the def2-TZVPD basis set

```
17
C6H10S | OMol25 | ωB97M-V with the def2-TZVPD basis set
C 2.84 0.95 0.42
C 1.81 1.15 -0.13
C -0.25 -1.39 1.51
C -0.79 0.83 -1.74
C -0.42 -1.15 -0.05
C -0.48 0.34 -0.35
S -1.41 1.14 0.92
H 3.89 0.73 0.72
H 0.28 -0.49 1.82
H -1.19 -1.59 1.93
H 0.41 -2.33 1.68
H -0.45 1.85 -1.88
H -0.35 0.26 -2.53
H -1.87 0.61 -1.96
H 0.42 -1.71 -0.51
H -1.44 -1.62 -0.32
H -0.99 2.43 0.48
```

Properties
Multiplicity   1
Maximum force   5.542 eV/A
Relative energy (zero: lowest compared OMol25 entry of this formula, charge and spin)   604.9 kJ/mol
HOMO level (alpha / beta)   -9.165 / -9.164 eV

natural (NBO) atomic charge list, values in e, 6 entries:
1 C -0.45
2 C -0.19
3 C -0.62
4 C -0.70
5 C -0.53
6 C 0.13



Formula: C2H4NP
Source: OMol25
Level of theory: ωB97M-V with the def2-TZVPD basis set

```
8
C2H4NP | OMol25 | ωB97M-V with the def2-TZVPD basis set
C -0.34 0.71 0.24
C 0.56 -1.13 -1.15
N -0.60 1.92 0.25
P -1.28 0.97 1.72
H 0.05 -0.82 -2.04
H 0.16 -1.93 -0.57
H 1.58 -0.84 -1.03
H -0.15 1.11 2.57
```

Properties
Multiplicity   1
Maximum force   2.382 eV/A
Relative energy (zero: lowest compared OMol25 entry of this formula, charge and spin)   380.1 kJ/mol
HOMO level (alpha / beta)   -8.564 / -8.615 eV

natural (NBO) atomic charge list, values in e, 6 entries:
1 C -0.02
2 C -0.43
3 N -0.54
4 P 0.49
5 H 0.19
6 H 0.19



Formula: C4H7N4
Source: OMol25
Level of theory: ωB97M-V with the def2-TZVPD basis set

```
15
C4H7N4 | OMol25 | ωB97M-V with the def2-TZVPD basis set
C 0.25 0.18 0.59
C 2.57 -0.10 -0.72
C -1.06 0.13 0.16
C 2.53 0.19 0.66
N 1.24 0.45 1.16
N 1.67 -0.32 -1.50
N -1.66 -1.14 0.12
N -1.75 1.19 -0.31
H 2.85 -0.66 1.29
H 3.12 0.99 1.06
H 1.67 -0.42 -2.48
H -1.41 -1.86 0.66
H -2.61 -1.28 -0.27
H -1.27 2.12 -0.48
H -2.60 1.05 -0.87
```

Properties
Multiplicity   3
Maximum force   5.597 eV/A
Expectation value of S²   2.01
Relative energy (zero: lowest compared OMol25 entry of this formula, charge and spin)   0.0 kJ/mol
Charge   +1
HOMO level (alpha / beta)   -11.073 / -14.896 eV

natural (NBO) atomic charge list, values in e, 6 entries:
1 C 0.44
2 C 0.36
3 C 0.31
4 C -0.40
5 N -0.25
6 N -0.65



Formula: C43H67CdGeN2O2SSe
Source: OMol25
Level of theory: ωB97M-V with the def2-TZVPD basis set

```
118
C43H67CdGeN2O2SSe | OMol25 | ωB97M-V with the def2-TZVPD basis set
Cd 0.19 -1.35 -0.42
C -0.26 7.13 -1.10
C 0.18 6.10 0.00
C 1.69 6.44 0.27
C -0.56 6.27 1.35
C 0.04 4.60 -0.32
C 0.70 3.58 0.37
C 0.57 2.23 0.07
Se 1.38 0.78 1.13
C 0.03 0.58 2.52
C 0.45 1.05 3.79
C -0.47 1.08 4.82
C -1.72 0.45 4.55
C -2.10 -0.16 3.37
C -1.21 -0.13 2.24
O -1.41 -0.72 1.12
C -3.45 -0.81 3.43
C -3.84 -1.66 2.19
C -3.43 -1.81 4.60
C -4.51 0.27 3.54
C -0.25 1.84 6.10
C -1.59 2.54 6.46
C 0.84 2.90 6.07
C 0.24 0.85 7.21
C -0.27 1.81 -1.02
O -0.34 0.61 -1.49
C -1.10 2.85 -1.62
C -0.75 4.18 -1.43
C -2.26 2.50 -2.64
C -3.15 3.83 -2.63
C -1.67 2.17 -4.00
C -3.26 1.44 -2.13
H -0.08 8.14 -0.75
H 0.37 6.98 -2.00
H -1.27 7.06 -1.45
H 1.73 7.40 0.84
H 2.16 5.65 0.86
H 2.31 6.54 -0.64
H -0.71 7.36 1.48
H -1.58 5.82 1.31
H 0.02 5.87 2.21
H 1.39 3.96 1.14
H 1.55 1.22 3.94
H -2.45 0.43 5.37
H -3.05 -2.38 1.91
H -4.77 -2.21 2.38
H -3.88 -1.00 1.32
H -2.89 -2.74 4.24
H -2.96 -1.48 5.48
H -4.46 -2.19 4.75
H -4.57 0.90 2.69
H -5.56 -0.13 3.65
H -4.26 0.96 4.35
H -2.07 2.95 5.51
H -2.21 1.74 6.89
H -1.45 3.31 7.24
H 0.71 3.49 5.17
H 0.85 3.53 6.98
H 1.74 2.32 6.02
H -0.57 0.25 7.61
H 0.88 0.10 6.71
H 0.83 1.34 8.06
H -1.14 4.86 -2.18
H -2.73 4.65 -3.20
H -4.10 3.63 -3.11
H -3.36 4.04 -1.60
H -1.21 3.01 -4.40
H -0.91 1.35 -3.97
H -2.52 1.83 -4.63
H -3.78 1.71 -1.21
H -3.99 1.20 -2.95
H -2.65 0.51 -1.93
N -3.03 -2.75 -1.72
C -1.83 -3.35 -1.90
S -0.79 -3.65 -0.54
N -1.60 -3.51 -3.24
C -0.69 -4.37 -3.93
C 0.07 -5.36 -3.26
C 0.99 -6.07 -4.07
C 1.11 -5.88 -5.47
C 0.38 -4.87 -6.06
C -0.50 -4.10 -5.30
H -3.32 -2.56 -0.79
H -3.63 -2.46 -2.49
H -2.37 -3.09 -3.77
H -0.06 -5.57 -2.19
H 1.71 -6.75 -3.59
H 1.82 -6.49 -6.06
H 0.50 -4.59 -7.11
H -1.04 -3.34 -5.82
C 2.39 -4.92 1.47
C 3.96 -4.91 1.41
C 4.62 -4.13 0.27
C 4.20 -2.71 0.03
Ge 2.72 -2.26 -1.25
C 3.95 -1.54 -2.83
C 3.14 -1.35 -4.11
C 3.89 -1.39 -5.46
C 4.28 -2.82 -5.92
H 2.07 -5.55 2.36
H 1.95 -5.43 0.59
H 1.80 -4.02 1.52
H 4.34 -5.93 1.36
H 4.23 -4.55 2.43
H 4.51 -4.74 -0.63
H 5.70 -4.11 0.49
H 5.04 -2.12 -0.49
H 4.02 -2.22 1.01
H 2.27 -3.53 -2.00
H 4.82 -2.17 -3.00
H 4.26 -0.60 -2.39
H 2.60 -0.41 -4.04
H 2.36 -2.10 -4.20
H 4.79 -0.74 -5.48
H 3.23 -0.87 -6.17
H 5.35 -3.07 -5.89
H 4.02 -2.89 -6.98
H 3.71 -3.51 -5.28
```

Properties
Multiplicity   1
Maximum force   3.287 eV/A
Relative energy (zero: lowest compared OMol25 entry of this formula, charge and spin)   251.9 kJ/mol
Charge   +1
HOMO level (alpha / beta)   -9.175 / -9.163 eV

Löwdin atomic charge list, values in e, 6 entries:
1 Cd 1.10
2 C -0.05
3 C -0.52
4 C -0.06
5 C -0.05
6 C -0.17



Formula: CH2N2OS
Source: OMol25
Level of theory: ωB97M-V with the def2-TZVPD basis set

```
7
CH2N2OS | OMol25 | ωB97M-V with the def2-TZVPD basis set
N 1.85 -1.24 -0.84
C 1.02 -0.67 -0.30
S -0.24 0.28 0.50
N -1.28 0.31 -0.59
O 0.32 1.39 1.27
H -0.75 -0.76 1.37
H -0.93 0.69 -1.42
```

Properties
Multiplicity   1
Maximum force   2.854 eV/A
Relative energy (zero: lowest compared OMol25 entry of this formula, charge and spin)   166.9 kJ/mol
HOMO level   -11.084 eV
Structure (SMILES)   N#C[S@H](=N)=O

natural (NBO) atomic charge list, values in e, 6 entries:
1 N -0.22
2 C -0.08
3 S 1.78
4 N -1.08
5 O -0.86
6 H 0.08



Formula: C29H34BCoN2O4P
Source: OMol25
Level of theory: ωB97M-V with the def2-TZVPD basis set

```
72
C29H34BCoN2O4P | OMol25 | ωB97M-V with the def2-TZVPD basis set
Co -0.26 0.40 0.89
C -3.80 -1.57 0.87
C -2.35 -1.83 1.23
C -2.25 -2.87 2.35
O -1.57 -2.25 0.10
C -1.67 -0.54 1.69
O -1.72 -0.16 2.83
O 0.80 -1.24 1.19
H -4.28 -2.51 0.58
H -3.89 -0.86 0.05
H -4.34 -1.18 1.73
H -2.75 -3.79 2.05
H -2.72 -2.49 3.26
H -1.21 -3.10 2.58
H -2.09 -2.88 -0.41
C 1.98 -1.35 2.04
C 2.53 0.03 2.35
C 1.68 0.79 3.36
C 2.75 0.77 1.02
C 3.61 2.03 1.04
O 2.97 2.87 0.05
C 1.74 2.39 -0.12
N 1.48 1.29 0.48
C 0.84 3.10 -1.02
C 1.14 4.42 -1.35
C 0.33 5.12 -2.23
C -0.76 4.50 -2.80
C -1.07 3.18 -2.47
C -0.29 2.47 -1.57
P -0.73 0.73 -1.20
C -2.45 0.54 -1.71
C -3.44 1.36 -1.18
C -4.76 1.16 -1.54
C -5.10 0.14 -2.41
C -4.12 -0.68 -2.94
C -2.79 -0.48 -2.59
C 0.29 -0.23 -2.36
C 0.56 0.31 -3.62
C 1.32 -0.41 -4.54
C 1.81 -1.66 -4.20
C 1.54 -2.20 -2.95
C 0.78 -1.49 -2.03
H 1.70 -1.88 2.96
H 2.71 -1.95 1.49
H 0.32 -2.08 1.14
H 3.52 -0.16 2.78
H 0.63 0.86 3.08
H 2.03 1.82 3.48
H 1.72 0.30 4.33
H 3.15 0.06 0.30
H 4.64 1.87 0.73
H 3.59 2.56 2.00
H 2.00 4.89 -0.90
H 0.56 6.15 -2.47
H -1.40 5.03 -3.49
H -1.93 2.72 -2.93
H -3.20 2.16 -0.49
H -5.53 1.81 -1.12
H -6.14 -0.01 -2.69
H -4.38 -1.47 -3.64
H -2.02 -1.12 -3.02
H 0.19 1.29 -3.89
H 1.52 0.01 -5.51
H 2.40 -2.22 -4.92
H 1.92 -3.18 -2.69
H 0.56 -1.92 -1.07
B -2.33 4.43 1.21
C -1.65 3.02 1.24
N -1.15 1.99 1.10
H -2.17 4.97 2.27
H -3.50 4.23 0.95
H -1.76 5.00 0.30
```

Properties
Multiplicity   1
Maximum force   0.403 eV/A
Relative energy (zero: lowest compared OMol25 entry of this formula, charge and spin)   9.4 kJ/mol
Charge   +1
HOMO level   -11.510 eV

Löwdin atomic charge list, values in e, 6 entries:
1 Co 0.33
2 C 0.02
3 C -0.56
4 C 0.00
5 O -0.05
6 C -0.30